Computed, not measured: 2 unconnected molecules or ions with the total composition C4H9IN4, with ωB97M-V/def2-TZVPD.

Last column: natural (NBO) charge in e.
Geometry (Å):
1 C 1.5728 -0.4325 -0.7375  0.435
2 C 1.7924 -1.9406 1.1594  0.110
3 C 1.7532 0.5060 -1.5876  -0.377
4 C -1.2102 0.3430 -0.5070  0.312
5 N 1.5256 -1.2068 0.1970  -0.302
6 N -1.1427 0.7798 0.7149  -0.271
7 N -1.7695 -0.7856 -0.8692  -0.737
8 N -0.7726 2.0261 0.9610  -0.615
9 I -1.6949 -0.4450 2.4935  0.401
10 H 2.3054 -2.8163 0.8091  0.268
11 H 1.2433 -1.6751 2.1108  0.260
12 H 1.2645 1.4488 -1.7086  0.288
13 H 2.4914 0.5293 -2.3401  0.311
14 H -0.9619 0.9410 -1.2724  0.221
15 H -2.2780 -0.8181 -1.7506  0.456
16 H -2.1140 -1.4022 -0.0849  0.426
17 H -0.5204 2.3616 1.8776  0.426
18 H -1.4846 2.5865 0.5346  0.389

The total charge is +2. The value obtained for the gap between HOMO and LUMO is 0.2887 Eh. The calculation puts the energy at -673.7174 a.u. The value obtained for the molar mass is 240.0 g/mol. The calculation puts the HOMO energy at -17.17 eV. As for the energy above the lowest of the compared OMol25 structures with the same formula, charge and spin: 46.6 kcal/mol.

***

Computed, not measured: a single C4H7NS2 molecule, with ωB97M-V/def2-TZVPD.

Last column: natural (NBO) charge in e.
Geometry (Å):
1 C 2.0268 -0.6576 -0.5608  -0.802
2 C -0.6191 -1.2630 0.5135  -0.260
3 C -0.4998 0.3047 0.3652  -0.189
4 C -1.7568 1.0609 0.1492  -0.234
5 H 1.3568 0.3427 -0.8990  0.264
6 H 2.5270 -1.4284 -1.4609  0.269
7 H 2.7170 -0.3091 0.5031  0.239
8 H 0.1520 0.6685 1.2115  0.232
9 H -2.7191 0.6340 -0.1275  0.223
10 H -1.8228 1.9500 0.6842  0.193
11 H 0.0825 1.8942 -0.9026  0.364
12 N -0.6987 1.0824 -0.9094  -0.597
13 S 0.9819 -2.1252 0.1563  0.233
14 S -1.7278 -2.1541 1.2773  0.067

The value obtained for the gap between HOMO and LUMO is 0.3087 Eh. The calculation puts the energy at -1007.5744 a.u. The value obtained for the molar mass is 133.2 g/mol. The SMILES is CSC(=S)[C@@H]1CN1. The calculation puts the HOMO energy at -8.68 eV. As for the energy above the lowest of the compared OMol25 structures with the same formula, charge and spin: 100.3 kcal/mol.

***

Computed, not measured: a molecular structure, C23H22AuBN4S5Sb, with ωB97M-V/def2-TZVPD.

Last column: natural (NBO) charge in e.
Geometry (Å):
1 Au -3.0004 -0.9973 1.3514  0.936
2 C 0.2862 1.1985 3.9573  -0.408
3 N 0.0320 2.0698 2.8319  -0.383
4 C 0.9395 2.4288 1.8572  -0.096
5 C 0.2545 3.1468 0.9432  -0.077
6 N -1.0721 3.2034 1.3237  -0.544
7 B -2.1953 3.6869 0.3614  0.199
8 N -2.3509 2.5868 -0.7867  -0.479
9 C -1.5686 2.6226 -1.9174  -0.067
10 C -1.7837 1.4999 -2.6399  -0.087
11 N -2.7134 0.7707 -1.9412  -0.348
12 C -3.1821 -0.5586 -2.2755  -0.405
13 C -3.0451 1.4371 -0.8075  0.289
14 S -4.2224 0.8354 0.2956  -0.217
15 C -1.2058 2.5568 2.5163  0.276
16 S -2.5616 2.3945 3.4998  -0.356
17 H 1.3579 1.1871 4.1559  0.184
18 H -0.0714 0.1888 3.7451  0.231
19 H -0.2618 1.5706 4.8209  0.233
20 H 1.9737 2.1343 1.9029  0.209
21 H 0.5956 3.6204 0.0388  0.206
22 H -3.2242 3.8621 0.9388  -0.010
23 H -1.7792 4.6668 -0.2316  -0.088
24 H -0.9182 3.4569 -2.1116  0.217
25 H -1.3390 1.1414 -3.5508  0.218
26 H -2.6853 -0.8717 -3.1922  0.195
27 H -4.2624 -0.5567 -2.4098  0.216
28 H -2.9331 -1.2459 -1.4680  0.250
29 S -4.7654 -4.9396 4.2340  -0.997
30 Sb -3.8783 -2.8179 4.1350  0.869
31 S -2.0844 -2.8751 2.4123  -0.710
32 S -5.0489 -1.6126 2.3348  -0.761
33 C -1.2275 -0.8354 0.3442  -0.347
34 C -0.0760 -0.9866 -0.0608  -0.130
35 C 1.1971 -1.2331 -0.5654  -0.127
36 C 2.1229 -2.0441 0.2071  0.027
37 C 3.4920 -2.1331 -0.1050  -0.246
38 C 4.3536 -2.8892 0.6726  -0.228
39 C 3.8832 -3.5770 1.7842  -0.246
40 C 2.5328 -3.4917 2.1118  -0.199
41 C 1.6652 -2.7403 1.3432  -0.216
42 C 1.5959 -0.6699 -1.8698  -0.054
43 C 1.4061 0.6845 -2.1437  -0.143
44 C 1.7722 1.2211 -3.3687  -0.229
45 C 2.3251 0.4132 -4.3535  -0.244
46 C 2.5086 -0.9405 -4.0986  -0.229
47 C 2.1517 -1.4746 -2.8702  -0.202
48 H 3.8851 -1.5863 -0.9524  0.209
49 H 5.4051 -2.9344 0.4118  0.194
50 H 4.5597 -4.1672 2.3905  0.196
51 H 2.1455 -4.0170 2.9765  0.213
52 H 0.6157 -2.6839 1.6098  0.259
53 H 0.9596 1.3016 -1.3766  0.228
54 H 1.6182 2.2777 -3.5578  0.202
55 H 2.6062 0.8322 -5.3124  0.198
56 H 2.9264 -1.5851 -4.8632  0.200
57 H 2.2888 -2.5318 -2.6776  0.216

The total charge is -2. The value obtained for the gap between HOMO and LUMO (spin up / spin down) is 0.1953 / 0.1808 Eh. As for the spin multiplicity: 2. The calculation puts the energy at -3500.5576 a.u. The value obtained for the molar mass is 844.3 g/mol. The calculation puts the HOMO energy (spin up / spin down) at -1.37 / -1.38 eV. As for the energy above the lowest of the compared OMol25 structures with the same formula, charge and spin: 0.0 kcal/mol.

***

Q: Look up the molar mass of the first one.
A: 240.0 g/mol